This record from the Open Molecules 2025 dataset describes a 10-piece molecular cluster, C29H78O11 overall. The level of theory is ωB97M-V/def2-TZVPD.

Each atom is followed by the atoms it is bonded to, with distances in Å.
Atoms and positions in Å:
1 C 31.63 4.23 -2.26  C2 1.477, H5 1.090, H6 1.090, H7 1.090
2 C 31.84 3.96 -0.83  C1 1.477, C3 1.543, O4 1.323, H8 1.090
3 C 31.17 5.16 -0.13  C2 1.543, H9 1.090, H10 1.090, H11 1.090
4 O 31.20 2.83 -0.57  C2 1.323, H12 0.960
5 H 32.15 3.45 -2.81  C1 1.090
6 H 32.11 5.11 -2.69  C1 1.090
7 H 30.57 4.25 -2.53  C1 1.090
8 H 32.90 3.98 -0.57  C2 1.090
9 H 31.20 4.94 0.94  C3 1.090
10 H 30.09 5.04 -0.22  C3 1.090
11 H 31.38 6.17 -0.48  C3 1.090
12 H 30.27 2.88 -0.82  O4 0.960
13 C 25.99 2.10 12.20  C14 1.550, H17 1.090, H18 1.090, H19 1.090
14 C 25.59 1.56 10.80  C13 1.550, C15 1.473, O16 1.406, H20 1.090
15 C 25.71 2.55 9.72  C14 1.473, H21 1.090, H22 1.090, H23 1.090
16 O 26.67 0.71 10.50  C14 1.406, H24 0.960
17 H 27.05 2.28 12.37  C13 1.090
18 H 25.65 1.21 12.74  C13 1.090
19 H 25.31 2.91 12.48  C13 1.090
20 H 24.62 1.07 10.73  C14 1.090
21 H 25.85 2.20 8.70  C15 1.090
22 H 26.54 3.25 9.83  C15 1.090
23 H 24.88 3.25 9.60  C15 1.090
24 H 27.28 1.19 9.92  O16 0.960
25 C 25.86 5.42 3.99  C26 1.509, H29 1.090, H30 1.090, H31 1.090
26 C 25.23 5.10 2.66  C25 1.509, C27 1.528, O28 1.408, H32 1.090
27 C 24.77 6.39 1.97  C26 1.528, H33 1.090, H34 1.090, H35 1.090
28 O 26.23 4.56 1.83  C26 1.408, H36 0.960
29 H 26.78 6.00 4.06  C25 1.090
30 H 26.09 4.52 4.57  C25 1.090
31 H 25.15 6.12 4.44  C25 1.090
32 H 24.40 4.39 2.73  C26 1.090
33 H 24.49 6.21 0.94  C27 1.090
34 H 25.50 7.20 2.00  C27 1.090
35 H 23.84 6.64 2.48  C27 1.090
36 H 26.99 4.35 2.38  O28 0.960
37 C 20.16 1.92 -0.37  C38 1.495, H41 1.090, H42 1.090, H43 1.090
38 C 20.39 3.22 0.34  C37 1.495, C39 1.456, O40 1.365, H44 1.090
39 C 20.66 4.31 -0.59  C38 1.456, H45 1.090, H46 1.090, H47 1.090
40 O 19.30 3.46 1.12  C38 1.365, H48 0.960
41 H 20.97 1.44 -0.91  C37 1.090
42 H 19.35 2.07 -1.08  C37 1.090
43 H 20.03 1.11 0.34  C37 1.090
44 H 21.22 3.15 1.05  C38 1.090
45 H 20.74 5.19 0.04  C39 1.090
46 H 19.78 4.71 -1.11  C39 1.090
47 H 21.51 4.35 -1.27  C39 1.090
48 H 18.57 3.67 0.52  O40 0.960
49 C 29.13 13.35 3.23  C50 1.459, H53 1.090, H54 1.090, H55 1.090
50 C 28.77 11.98 2.89  C49 1.459, C51 1.463, O52 1.465, H56 1.090
51 C 28.30 11.07 3.94  C50 1.463, H57 1.090, H58 1.090, H59 1.090
52 O 27.75 11.92 1.84  C50 1.465, H60 0.960
53 H 29.10 14.01 2.37  C49 1.090
54 H 30.08 13.27 3.77  C49 1.090
55 H 28.29 13.63 3.87  C49 1.090
56 H 29.64 11.47 2.45  C50 1.090
57 H 27.97 10.07 3.66  C51 1.090
58 H 27.46 11.54 4.45  C51 1.090
59 H 29.02 10.95 4.75  C51 1.090
60 H 28.20 11.95 0.99  O52 0.960
61 C 33.12 8.37 9.05  C62 1.560, H65 1.090, H66 1.090, H67 1.090
62 C 32.82 7.65 7.70  C61 1.560, C63 1.542, O64 1.441, H68 1.090
63 C 31.33 7.51 7.32  C62 1.542, H69 1.090, H70 1.090, H71 1.090
64 O 33.52 8.43 6.71  C62 1.441, H72 0.960
65 H 34.21 8.26 9.08  C61 1.090
66 H 32.68 7.99 9.97  C61 1.090
67 H 32.77 9.40 9.07  C61 1.090
68 H 33.29 6.66 7.72  C62 1.090
69 H 30.93 6.59 7.76  C63 1.090
70 H 31.12 7.55 6.25  C63 1.090
71 H 30.62 8.28 7.61  C63 1.090
72 H 34.05 7.84 6.17  O64 0.960
73 C 18.39 5.96 7.01  C74 1.511, H77 1.090, H78 1.090, H79 1.090
74 C 18.63 5.86 5.53  C73 1.511, C75 1.574, O76 1.395, H80 1.090
75 C 19.49 7.05 4.96  C74 1.574, H81 1.090, H82 1.090, H83 1.090
76 O 19.25 4.63 5.30  C74 1.395, H84 0.960
77 H 19.19 5.78 7.73  C73 1.090
78 H 17.61 5.27 7.32  C73 1.090
79 H 17.98 6.96 7.21  C73 1.090
80 H 17.76 5.87 4.87  C74 1.090
81 H 20.41 7.19 5.52  C75 1.090
82 H 18.94 7.96 5.20  C75 1.090
83 H 19.60 6.96 3.88  C75 1.090
84 H 19.19 4.37 4.38  O76 0.960
85 C 26.35 -0.01 -1.22  C86 1.584, H89 1.090, H90 1.090, H91 1.090
86 C 27.73 -0.63 -1.70  C85 1.584, C87 1.559, O88 1.386, H92 1.090
87 C 27.49 -1.81 -2.69  C86 1.559, H93 1.090, H94 1.090, H95 1.090
88 O 28.26 0.35 -2.53  C86 1.386, H96 0.960
89 H 25.88 0.73 -1.87  C85 1.090
90 H 26.60 0.63 -0.38  C85 1.090
91 H 25.74 -0.87 -0.96  C85 1.090
92 H 28.41 -0.94 -0.90  C86 1.090
93 H 26.93 -2.66 -2.29  C87 1.090
94 H 28.44 -2.23 -3.01  C87 1.090
95 H 26.83 -1.53 -3.51  C87 1.090
96 H 28.57 -0.14 -3.29  O88 0.960
97 C 19.69 -0.58 4.53  C98 1.460, H101 1.090, H102 1.090, H103 1.090
98 C 21.01 -1.19 4.64  C97 1.460, C99 1.570, O100 1.395, H104 1.090
99 C 22.28 -0.29 4.49  C98 1.570, H105 1.090, H106 1.090, H107 1.090
100 O 21.15 -1.62 5.96  C98 1.395, H108 0.960
101 H 19.38 -0.28 3.52  C97 1.090
102 H 19.66 0.46 4.85  C97 1.090
103 H 18.89 -1.12 5.03  C97 1.090
104 H 21.10 -2.06 3.99  C98 1.090
105 H 22.44 0.27 5.42  C99 1.090
106 H 22.10 0.38 3.65  C99 1.090
107 H 23.23 -0.79 4.29  C99 1.090
108 H 22.04 -1.89 6.20  O100 0.960
109 O 30.06 2.03 8.62  C110 1.453, H113 0.960
110 C 29.82 1.64 7.24  O109 1.453, C111 1.503, H114 1.090, H115 1.090
111 C 30.91 2.18 6.35  C110 1.503, O112 1.354, H116 1.090, H117 1.090
112 O 32.00 1.39 6.47  C111 1.354, H118 0.960
113 H 30.91 1.73 8.96  O109 0.960
114 H 29.54 0.61 6.99  C110 1.090
115 H 28.89 2.04 6.83  C110 1.090
116 H 31.00 3.26 6.39  C111 1.090
117 H 30.58 2.10 5.31  C111 1.090
118 H 32.54 1.39 5.68  O112 0.960

Results
maximum force	5.0	eV Å⁻¹
LUMO energy	0.028	eV
structure (SMILES)	CC(C)O.CC(C)O.CC(C)O.CC(C)O.CC(C)O.CC(C)O.CC(C)O.CC(C)O.CC(C)O.OCCO
E	-1979.075628	a.u.
gap between HOMO and LUMO	9.789	eV
ΔE to the lowest compared entry with this formula, charge and spin	653.51	kJ/mol

Results of the Löwdin charge analysis, in e, for atoms 1 through 2: C -0.09; C -0.58